The following is a quantum chemistry calculation of a 5-piece molecular cluster, H9O4S overall, from OMol25.

Positions of all 14 atoms, in Å:
S (1.60, 1.30, -1.55)
H (1.92, 0.00, -1.33)
H (-0.25, 0.71, -2.09)
H (-1.02, -0.53, -2.95)
O (-1.19, 0.18, -2.29)
H (0.78, 0.54, 0.36)
H (0.03, -0.52, 1.46)
O (0.70, 0.20, 1.28)
H (-2.63, 0.69, -0.09)
H (-2.76, 0.19, -1.43)
O (-3.27, 0.17, -0.60)
H (1.88, -1.31, 2.40)
H (2.01, -0.33, 3.49)
O (2.22, -1.28, 3.32)

Calculated values
Highest occupied orbital energy = -4.21 eV
Frontier orbital gap = 8.0 eV
Total charge = -1

***

The following is a quantum chemistry calculation of a 7-piece molecular cluster, C12H42N3O7 overall, from OMol25.

Positions of all 64 atoms, in Å:
O (-6.49, -11.81, 3.92)
H (-5.61, -11.41, 4.25)
H (-7.05, -11.02, 3.65)
H (-6.30, -12.31, 3.05)
C (-3.00, -9.30, 6.12)
C (-3.99, -9.84, 5.08)
C (-3.55, -9.42, 3.67)
O (-4.71, -9.42, 2.85)
C (-4.44, -8.92, 1.55)
N (-4.14, -11.30, 5.13)
H (-3.29, -9.63, 7.13)
H (-3.08, -8.21, 6.08)
H (-1.99, -9.68, 5.96)
H (-4.93, -9.33, 5.33)
H (-2.69, -9.98, 3.27)
H (-3.19, -8.39, 3.77)
H (-3.85, -9.64, 0.96)
H (-3.89, -7.98, 1.61)
H (-5.39, -8.93, 1.03)
H (-4.43, -11.63, 6.05)
H (-3.21, -11.68, 5.00)
C (-9.03, -14.04, 7.94)
C (-8.82, -13.11, 6.74)
C (-10.11, -12.42, 6.38)
O (-11.00, -13.35, 5.83)
C (-12.21, -12.78, 5.37)
N (-7.67, -12.21, 7.08)
H (-8.12, -14.55, 8.27)
H (-9.71, -14.85, 7.71)
H (-9.32, -13.42, 8.79)
H (-8.50, -13.65, 5.84)
H (-9.90, -11.63, 5.63)
H (-10.55, -11.88, 7.23)
H (-11.99, -12.06, 4.58)
H (-12.72, -12.24, 6.18)
H (-12.85, -13.61, 5.07)
H (-7.79, -11.89, 8.04)
H (-7.92, -11.38, 6.53)
C (-4.41, -12.75, 0.66)
C (-5.77, -13.43, 0.54)
C (-5.57, -14.80, -0.11)
O (-6.79, -15.49, -0.03)
C (-6.73, -16.83, -0.48)
N (-6.27, -13.56, 1.93)
H (-3.90, -12.62, -0.30)
H (-3.77, -13.39, 1.28)
H (-4.47, -11.80, 1.19)
H (-6.46, -12.85, -0.07)
H (-4.71, -15.32, 0.32)
H (-5.27, -14.60, -1.15)
H (-6.44, -16.84, -1.53)
H (-7.67, -17.34, -0.36)
H (-5.99, -17.37, 0.12)
H (-5.79, -14.35, 2.36)
H (-7.23, -13.88, 1.88)
O (-5.80, -13.92, 5.58)
H (-5.96, -14.78, 5.99)
H (-6.43, -13.32, 6.02)
O (-7.71, -9.29, 5.58)
H (-7.48, -9.24, 6.51)
H (-8.09, -8.43, 5.37)
O (-7.97, -10.11, 2.54)
H (-7.88, -9.41, 1.88)
H (-8.71, -10.65, 2.25)

Calculated values
Highest occupied orbital energy = -12.15 eV
Frontier orbital gap = 9.8 eV
Total charge = +1

***

The following is a quantum chemistry calculation of a 10-piece molecular cluster, C29H43N9O10S overall, from OMol25.

Positions of all 92 atoms, in Å:
C (0.41, 3.77, 2.63)
N (1.60, 3.51, 1.78)
O (2.59, 3.03, 2.31)
O (1.52, 3.85, 0.62)
H (-0.47, 3.63, 2.01)
H (0.49, 4.80, 2.97)
H (0.43, 3.11, 3.49)
C (4.25, 1.85, -3.63)
N (5.70, 1.64, -3.41)
O (6.44, 2.57, -3.64)
O (6.06, 0.53, -3.09)
H (3.75, 1.85, -2.67)
H (3.89, 0.97, -4.17)
H (4.12, 2.71, -4.28)
C (-0.69, 5.46, -4.43)
N (-1.14, 4.07, -4.19)
O (-2.33, 3.85, -4.31)
O (-0.30, 3.24, -3.88)
H (-1.30, 6.08, -3.78)
H (-0.94, 5.75, -5.44)
H (0.38, 5.54, -4.25)
C (0.79, -3.80, -0.64)
C (-0.40, -3.72, -1.60)
O (-1.50, -4.35, -0.89)
S (-1.20, -4.61, 0.63)
O (-1.72, -5.84, 1.03)
O (-1.52, -3.44, 1.40)
O (0.38, -4.67, 0.44)
H (1.08, -2.83, -0.24)
H (1.60, -4.39, -1.05)
H (-0.37, -4.30, -2.52)
H (-0.74, -2.72, -1.86)
N (-6.15, -1.10, -0.63)
C (-6.82, -2.11, 0.01)
C (-5.93, -2.76, 0.82)
C (-4.65, -2.17, 0.60)
C (-4.82, -1.19, -0.34)
H (-6.59, -0.47, -1.27)
H (-7.89, -2.20, -0.02)
H (-6.14, -3.53, 1.54)
H (-3.69, -2.49, 0.97)
H (-4.10, -0.53, -0.81)
N (1.58, -3.79, 4.74)
C (1.70, -4.84, 5.62)
C (0.80, -5.79, 5.26)
C (0.04, -5.26, 4.15)
C (0.63, -4.10, 3.81)
H (2.11, -2.93, 4.74)
H (2.45, -4.81, 6.40)
H (0.76, -6.80, 5.63)
H (-0.74, -5.83, 3.67)
H (0.37, -3.41, 3.02)
N (-2.10, -1.51, -5.64)
C (-2.95, -0.44, -5.50)
C (-3.41, -0.44, -4.21)
C (-2.79, -1.51, -3.53)
C (-1.98, -2.15, -4.45)
H (-1.62, -1.74, -6.49)
H (-3.11, 0.27, -6.29)
H (-4.02, 0.36, -3.81)
H (-2.85, -1.84, -2.51)
H (-1.46, -3.09, -4.37)
N (4.88, 5.08, 1.09)
C (5.59, 6.23, 0.89)
C (5.78, 6.38, -0.46)
C (5.16, 5.26, -1.10)
C (4.64, 4.47, -0.11)
H (4.56, 4.68, 1.96)
H (5.89, 6.87, 1.70)
H (6.29, 7.19, -0.95)
H (5.05, 5.10, -2.16)
H (4.12, 3.53, -0.12)
N (0.11, -0.53, 0.62)
C (1.31, 0.11, 0.74)
C (1.51, 0.83, -0.41)
C (0.37, 0.64, -1.23)
C (-0.50, -0.18, -0.56)
H (-0.33, -1.09, 1.33)
H (1.97, -0.06, 1.57)
H (2.31, 1.53, -0.62)
H (0.21, 1.00, -2.23)
H (-1.45, -0.55, -0.89)
N (-2.36, -1.29, 4.31)
C (-1.82, -0.92, 5.51)
C (-0.85, 0.01, 5.28)
C (-0.78, 0.21, 3.87)
C (-1.72, -0.61, 3.31)
H (-3.09, -1.96, 4.13)
H (-2.13, -1.38, 6.44)
H (-0.23, 0.47, 6.03)
H (-0.10, 0.85, 3.33)
H (-1.90, -0.82, 2.27)

Calculated values
Highest occupied orbital energy = -8.02 eV
Frontier orbital gap = 8.1 eV

***

The following is a quantum chemistry calculation of a 2-piece molecular cluster, C5H14 overall, from OMol25.

Positions of all 19 atoms, in Å:
C (2.12, 0.82, 1.25)
C (1.29, 1.00, 2.43)
H (1.93, 1.69, 0.56)
H (3.21, 0.81, 1.67)
H (1.99, -0.06, 0.63)
H (1.18, 2.10, 2.91)
H (1.70, 0.40, 3.21)
H (0.34, 0.53, 2.07)
C (-1.25, -0.69, -0.72)
C (-2.26, 0.09, -1.57)
C (-0.19, -1.46, -1.59)
H (-0.81, 0.05, -0.05)
H (-1.68, -1.56, -0.14)
H (-3.16, -0.49, -1.80)
H (0.07, -0.68, -2.44)
H (0.56, -1.70, -0.93)
H (-1.84, 0.54, -2.51)
H (-2.51, 0.91, -0.94)
H (-0.70, -2.30, -2.06)

Calculated values
Highest occupied orbital energy (alpha / beta) = -14.48 / -14.32 eV
⟨S²⟩ = 0.752
Frontier orbital gap (alpha / beta) = 11.3 / 3.2 eV
Total charge = +1
Multiplicity = 2

***

The following is a quantum chemistry calculation of an isolated ion of composition C5H15N2 and charge +1, from OMol25.

Positions of all 22 atoms, in Å:
C (1.39, 0.19, -0.46)
N (1.00, -0.63, -1.57)
C (0.51, -1.96, -1.17)
C (0.25, 0.27, 0.55)
N (0.71, 1.24, 1.64)
C (-2.35, 0.16, 0.38)
C (-1.03, 0.85, -0.08)
H (2.29, -0.24, 0.03)
H (1.69, 1.20, -0.73)
H (1.69, -0.68, -2.30)
H (1.18, -2.39, -0.44)
H (0.62, -2.57, -2.06)
H (-0.55, -1.96, -0.97)
H (0.11, -0.65, 1.08)
H (1.50, 0.85, 2.17)
H (-0.07, 1.44, 2.26)
H (0.91, 2.16, 1.25)
H (-2.06, -0.80, 0.82)
H (-3.02, 0.06, -0.47)
H (-2.84, 0.75, 1.15)
H (-0.89, 0.77, -1.16)
H (-1.02, 1.94, 0.08)

Calculated values
Highest occupied orbital energy = -12.68 eV
Frontier orbital gap = 9.1 eV
Total charge = +1

***

The following is a quantum chemistry calculation of one molecule with the formula C7H15NO4, from OMol25.

Positions of all 27 atoms, in Å:
C (0.69, 0.18, 2.11)
C (1.63, 0.70, -0.05)
C (0.63, 1.73, -0.60)
C (-0.61, 0.89, -1.08)
C (-1.13, -0.28, -0.20)
C (0.03, -1.18, 0.15)
C (-0.40, -2.16, 1.21)
H (0.74, -0.63, 2.90)
H (1.40, 0.92, 2.43)
H (-0.28, 0.72, 2.29)
H (2.42, 1.14, 0.63)
H (2.21, 0.23, -0.95)
H (0.34, 2.41, 0.24)
H (1.72, 3.13, -1.79)
H (-0.25, 0.18, -1.90)
H (-1.20, 2.32, -2.21)
H (-1.73, -0.02, 0.80)
H (-2.50, -0.59, -1.61)
H (0.36, -1.69, -0.86)
H (-0.94, -3.08, 0.75)
H (-1.17, -1.59, 1.76)
H (1.55, -2.01, 1.56)
N (1.04, -0.36, 0.82)
O (1.00, 2.28, -1.82)
O (-1.60, 1.68, -1.58)
O (-2.02, -1.17, -0.95)
O (0.74, -2.58, 1.97)

Calculated values
Highest occupied orbital energy = -8.93 eV
Frontier orbital gap = 9.2 eV

***

The following is a quantum chemistry calculation of C48H51CrN6O4P2S2 as an isolated structure, from OMol25.

Positions of all 114 atoms, in Å:
Cr (-0.10, -0.09, 0.79)
O (1.26, -0.82, 2.54)
C (1.33, -1.35, 3.88)
C (0.83, -0.38, 4.92)
C (1.68, 0.14, 5.88)
C (1.17, 1.04, 6.81)
C (-0.16, 1.40, 6.73)
C (-0.94, 0.82, 5.74)
N (-0.47, -0.05, 4.85)
H (1.86, -0.06, 2.50)
H (2.37, -1.61, 4.09)
H (0.74, -2.27, 3.88)
H (2.72, -0.16, 5.91)
H (1.81, 1.46, 7.57)
H (-0.60, 2.10, 7.43)
H (-1.99, 1.07, 5.65)
C (1.82, -0.89, -6.64)
S (1.48, -2.65, -6.44)
C (1.26, -2.70, -4.65)
C (-0.07, -2.11, -4.18)
C (-0.23, -2.14, -2.67)
N (0.71, -1.17, -2.02)
P (1.43, -1.53, -0.48)
C (3.15, -0.98, -0.56)
C (3.54, 0.16, 0.14)
C (4.85, 0.61, 0.08)
C (5.78, -0.07, -0.69)
C (5.40, -1.21, -1.40)
C (4.10, -1.66, -1.33)
C (1.49, -3.31, -0.24)
C (1.20, -3.82, 1.02)
C (1.32, -5.18, 1.27)
C (1.73, -6.04, 0.25)
C (2.01, -5.54, -1.01)
C (1.90, -4.18, -1.26)
P (0.04, 0.41, -1.65)
C (-1.12, 0.79, -2.97)
C (-2.43, 0.31, -2.88)
C (-3.31, 0.50, -3.93)
C (-2.90, 1.19, -5.06)
C (-1.61, 1.70, -5.14)
C (-0.72, 1.51, -4.09)
C (1.43, 1.52, -1.93)
C (2.46, 1.16, -2.80)
C (3.50, 2.05, -3.04)
C (3.50, 3.30, -2.43)
C (2.46, 3.67, -1.58)
C (1.42, 2.78, -1.33)
H (1.99, -0.72, -7.70)
H (2.72, -0.60, -6.10)
H (0.98, -0.28, -6.32)
H (2.10, -2.17, -4.18)
H (1.33, -3.75, -4.37)
H (-0.89, -2.65, -4.64)
H (-0.14, -1.08, -4.53)
H (-0.02, -3.13, -2.28)
H (-1.27, -1.93, -2.39)
H (2.81, 0.74, 0.69)
H (5.14, 1.50, 0.62)
H (6.80, 0.28, -0.74)
H (6.13, -1.74, -2.00)
H (3.83, -2.55, -1.88)
H (0.86, -3.16, 1.80)
H (1.10, -5.58, 2.25)
H (1.83, -7.10, 0.44)
H (2.33, -6.20, -1.80)
H (2.11, -3.80, -2.25)
H (-2.76, -0.22, -2.00)
H (-4.32, 0.11, -3.87)
H (-3.58, 1.35, -5.89)
H (-1.29, 2.26, -6.01)
H (0.28, 1.92, -4.16)
H (2.46, 0.18, -3.26)
H (4.30, 1.77, -3.71)
H (4.31, 3.99, -2.62)
H (2.45, 4.64, -1.12)
H (0.61, 3.07, -0.68)
C (-3.61, 3.86, -1.18)
C (-3.29, 2.50, -0.60)
N (-4.35, 1.74, -0.24)
O (-2.15, 2.09, -0.47)
H (-4.42, 3.80, -1.90)
H (-2.71, 4.25, -1.66)
H (-3.91, 4.53, -0.38)
H (-5.28, 2.13, -0.23)
H (-4.16, 0.93, 0.33)
O (0.90, 1.61, 1.48)
C (-0.17, 1.97, 2.07)
N (-1.18, 1.11, 2.03)
C (-2.32, 1.71, 2.59)
O (-3.42, 1.23, 2.64)
C (-1.87, 3.06, 3.10)
C (-2.56, 4.04, 3.77)
C (-1.85, 5.19, 4.12)
C (-0.51, 5.34, 3.79)
C (0.18, 4.34, 3.10)
C (-0.53, 3.21, 2.77)
H (-3.60, 3.92, 4.02)
H (-2.36, 5.99, 4.65)
H (0.01, 6.25, 4.07)
H (1.23, 4.46, 2.84)
C (-4.53, -3.18, 0.71)
N (-3.85, -2.62, 1.88)
C (-4.34, -2.68, 3.17)
C (-3.43, -2.08, 3.96)
N (-2.40, -1.67, 3.15)
C (-2.67, -1.99, 1.88)
S (-1.73, -1.79, 0.44)
H (-5.11, -4.04, 1.03)
H (-3.79, -3.50, -0.01)
H (-5.19, -2.43, 0.27)
H (-5.28, -3.15, 3.40)
H (-3.42, -1.92, 5.03)
H (-1.60, -1.13, 3.51)

Calculated values
Highest occupied orbital energy (alpha / beta) = -12.04 / -12.04 eV
⟨S²⟩ = 3.850
Frontier orbital gap (alpha / beta) = 6.1 / 6.9 eV
Total charge = +2
Multiplicity = 4

***

The following is a quantum chemistry calculation of one molecule with the formula C16H19OS, from OMol25.

Positions of all 37 atoms, in Å:
H (1.56, 1.01, -1.87)
C (1.64, -0.12, -1.97)
C (2.35, -0.90, -3.05)
C (3.79, -1.20, -2.62)
C (3.96, -0.67, -1.20)
C (2.52, -0.36, -0.77)
O (2.22, -0.38, 0.40)
C (0.16, -0.27, -2.12)
C (-0.31, 0.44, -3.41)
C (-1.11, 1.43, -2.54)
C (-0.67, 0.67, -1.24)
C (-1.89, 0.18, -0.55)
S (-1.84, -1.11, 0.49)
C (-1.47, -0.26, 2.01)
C (-2.44, 0.48, 2.69)
C (-2.07, 1.17, 3.85)
C (-0.75, 1.15, 4.32)
C (0.22, 0.46, 3.59)
C (-0.13, -0.22, 2.43)
H (1.78, -1.82, -3.16)
H (2.25, -0.42, -4.02)
H (3.97, -2.28, -2.63)
H (4.48, -0.76, -3.35)
H (4.46, -1.38, -0.55)
H (4.57, 0.24, -1.20)
H (-0.31, -1.23, -1.86)
H (0.09, 0.99, -0.43)
H (0.47, 0.99, -3.96)
H (-0.85, -0.11, -4.20)
H (-0.65, 2.43, -2.59)
H (-2.19, 1.42, -2.65)
H (-2.91, 0.62, -0.69)
H (-3.41, 0.55, 2.22)
H (-2.84, 1.74, 4.37)
H (-0.51, 1.66, 5.26)
H (1.24, 0.46, 3.92)
H (0.62, -0.63, 1.78)

Calculated values
Highest occupied orbital energy (alpha / beta) = -7.86 / -8.50 eV
⟨S²⟩ = 0.755
Frontier orbital gap (alpha / beta) = 8.6 / 8.2 eV
Multiplicity = 2

***

Which max |F| belongs to each record? In order, 2.2; 1.9; 1.9; 4.8; 2.0; 5.8; 0.7; 2.5 eV Å⁻¹.
Which E belongs to each record? In order, -704.602002; -1173.097264; -2773.855023; -198.429832; -308.749846; -631.330613; -5012.470220; -1094.367241 Ha.